No. 1
Computed, not measured: C27H31BBrMnN2O7 as an isolated structure in a non-equilibrium geometry, with wB97M-V/def2-TZVPD.

Spin multiplicity: 6
Charge: -1
HOMO level (spin up / spin down), Eh: -0.089 / -0.152
Kohn-Sham gap (spin up / spin down), eV: 5.082 / 6.781
Energy above the lowest of the compared OMol25 structures with the same formula, charge and spin, eV: 1.010
Total energy, hartree: -5433.7390

Geometry as XYZ:
```
70
Properties=species:S:1:pos:R:3:forces:R:3
Br -2.9423 -0.9767 3.3577 -0.4 -0.1 0.6
Mn -0.1433 0.2060 -0.6588 -1.6 0.0 0.9
O -0.2655 2.2012 -0.9810 0.0 0.9 -0.1
O 1.5891 0.4326 -1.6013 2.7 1.8 -0.1
O 0.2642 -2.5383 -2.4720 -0.1 -0.4 -0.6
O -1.2003 -0.2552 1.3860 0.7 0.5 0.3
O 1.0631 6.7767 -0.8961 0.5 -0.8 0.0
O 0.4133 -2.5670 -0.2233 0.4 -0.7 0.5
O 0.9198 0.3107 1.4968 0.2 0.3 0.4
N -2.8691 -1.9278 -0.0840 0.3 -0.3 0.0
N -2.5588 0.1493 -1.0814 -0.3 0.1 0.2
C 2.4210 1.3197 -1.1982 -0.4 -1.9 -0.5
C 3.0327 3.7362 -1.0140 -0.1 0.0 0.0
C 0.7443 0.7567 4.2568 -0.3 -0.2 -0.4
C -0.4085 -4.7981 -0.2721 0.3 0.3 -0.1
C -4.7776 -0.5501 -0.4937 -0.1 0.1 0.1
C 2.6749 5.0594 -0.9432 0.4 0.1 0.0
C -0.1759 0.0649 2.0558 -0.2 -0.4 -1.9
C -0.2783 7.1751 -0.9211 -0.4 0.1 0.0
C -5.3092 0.5992 -1.0249 0.2 -0.1 0.1
C -1.6019 0.1048 5.5732 0.1 0.1 0.5
C 1.3215 5.4170 -0.9240 -0.4 0.0 0.0
C 0.6267 1.0056 5.6049 -0.2 0.0 0.5
C 0.6821 3.0650 -1.0115 0.2 -0.8 0.0
C -3.3854 -0.7578 -0.5346 -0.3 0.4 -0.4
C 2.0840 2.6978 -1.0767 -0.8 0.6 0.1
C 0.9893 -3.7295 -2.1654 0.3 -0.2 0.0
C 2.0065 -4.3406 0.1550 -0.3 0.2 -0.2
C 0.4585 -4.8821 -3.0159 0.1 0.4 0.2
C -1.4740 -0.1424 4.2218 0.3 -0.1 -0.6
C 0.7748 -3.8891 -0.6252 -0.1 -0.4 -0.1
C 3.7831 0.7821 -0.8057 -0.2 0.2 -0.2
C -3.0943 1.2590 -1.5908 -0.2 -0.1 0.0
C 2.4547 -3.4593 -2.5331 -0.4 0.0 0.1
C 0.3544 4.4348 -0.9417 -0.1 1.0 0.0
C -0.5567 0.6915 6.2725 0.1 0.0 -0.3
C -0.3065 0.1878 3.5261 -0.2 0.2 1.0
C -4.4481 1.5323 -1.5955 -0.1 0.1 -0.1
B 0.0614 -1.7955 -1.3244 -0.1 -0.3 -0.1
H 0.9311 -5.8179 -2.7244 0.0 -0.2 0.0
H 4.0849 3.4952 -1.0688 0.1 0.0 0.0
H 1.6397 1.0038 3.7079 0.1 0.0 -0.1
H 2.7960 -3.5997 0.0847 0.1 0.0 0.0
H -6.3770 0.7755 -0.9943 0.0 0.0 0.0
H -0.6983 4.6720 -0.9047 -0.1 0.0 0.0
H 0.6895 -4.6790 -4.0586 0.0 0.0 -0.1
H -2.3837 1.9621 -2.0039 0.1 0.1 0.0
H -0.6112 -4.6857 0.7893 0.0 0.0 0.2
H -1.8658 -1.8955 0.0753 -0.1 -0.1 0.1
H 2.5058 -3.2210 -3.5933 0.0 0.0 -0.1
H -0.6694 0.9087 7.3261 0.0 0.0 0.0
H -0.1869 -5.8402 -0.4843 0.0 -0.2 0.0
H 4.5361 1.5532 -0.6937 0.1 0.1 0.1
H 2.3643 -5.2969 -0.2223 0.1 -0.1 0.0
H 1.4443 1.4585 6.1466 0.1 0.0 0.0
H -0.8296 6.7962 -0.0533 0.0 0.0 -0.1
H -3.3970 -2.3937 0.6377 0.1 0.1 -0.1
H -0.2731 8.2650 -0.8933 0.0 -0.1 0.0
H -5.4040 -1.2997 -0.0315 -0.1 -0.1 0.0
H -4.8261 2.4521 -2.0163 0.0 0.1 -0.1
H 2.8084 -2.5917 -1.9828 0.1 0.1 0.1
H 3.4173 5.8427 -0.9153 0.1 0.0 0.0
H 3.6676 0.2598 0.1447 -0.1 0.0 0.1
H -2.5215 -0.1479 6.0824 0.0 0.0 0.0
H -0.7821 6.8414 -1.8360 0.0 0.0 0.1
H 4.1076 0.0561 -1.5512 0.0 0.0 0.0
H 3.0849 -4.3207 -2.3256 0.2 -0.1 0.0
H -1.2931 -4.4867 -0.8185 -0.2 0.0 -0.1
H 1.7377 -4.4489 1.2030 0.0 0.0 0.1
H -0.6191 -4.9725 -2.9258 -0.1 -0.1 0.1
```
Forces are in eV/Å.

No. 2
Computed, not measured: C27H31CaF4N5Si as an isolated structure in a non-equilibrium geometry, with wB97M-V/def2-TZVPD.

HOMO level, Eh: -0.271
Kohn-Sham gap, eV: 7.002
Total energy, hartree: -2687.8157

Geometry as XYZ:
```
69
Properties=species:S:1:pos:R:3:forces:R:3
Ca 0.5822 -0.5797 -1.5141 -0.6 -0.4 0.0
Si 0.2438 3.8932 0.9866 0.1 0.1 0.2
F -1.8097 -4.8180 -1.8766 -0.1 0.0 0.0
F 2.3183 -6.7886 -0.8186 0.1 -0.1 0.0
F -0.5824 -2.5092 -2.4656 0.0 -0.1 0.0
F 3.5921 -4.5446 -1.3364 0.1 0.1 0.0
N -9.3289 0.4576 2.8086 0.1 0.0 0.0
N -1.0600 -1.5338 0.2303 0.2 0.1 -0.1
N -2.9508 -1.3202 1.3490 0.1 0.0 0.0
N 2.0420 -2.1359 -2.0669 0.8 -0.4 -0.2
N 2.8665 0.4822 -1.4935 0.1 0.0 0.0
C -2.0544 -1.9569 2.1865 0.2 0.0 0.0
C 0.1624 -3.5754 -2.0002 0.2 0.0 0.0
C 1.5915 -5.7311 -1.2046 -0.3 0.0 0.0
C -0.0543 2.4198 -0.0645 -0.1 0.3 0.2
C -6.1955 -1.0640 3.1066 -0.1 0.1 -0.1
C 3.7002 -0.4035 -2.3199 0.0 -0.2 0.0
C -0.1639 1.4332 -0.7871 -0.6 1.3 0.3
C 3.0133 1.8869 -1.9028 -0.1 0.1 -0.2
C -4.8968 -1.4262 2.8072 0.1 -0.1 0.0
C 4.4702 0.8039 0.4665 -0.1 -0.1 -0.1
C 0.2179 -5.8732 -1.3078 0.1 0.0 0.0
C 3.4713 -1.8780 -2.0205 -0.1 -0.1 0.0
C 2.2472 -4.5503 -1.4698 -0.1 0.2 0.0
C -1.3409 4.7639 1.5219 0.1 -0.2 -0.2
C 3.1095 0.3317 -0.0471 0.2 0.0 0.1
C -2.2883 -1.0906 0.1835 0.1 -0.1 0.0
C -0.8978 -2.0704 1.4847 -0.1 -0.1 0.0
C -6.2877 0.2527 1.0951 -0.1 0.0 0.1
C 2.3233 2.2125 -3.2215 0.1 -0.1 0.1
C 1.1552 3.3382 2.5491 -0.1 0.0 -0.2
C 1.2969 5.1397 0.0307 -0.1 -0.2 0.1
C -4.2814 -0.9522 1.6524 -0.3 0.1 0.0
C -8.2495 0.1523 2.5583 -0.2 0.1 0.1
C -4.9875 -0.1057 0.8012 0.1 0.0 0.0
C -6.9030 -0.2227 2.2512 0.3 -0.1 -0.1
C 1.5583 -3.3645 -1.8501 0.0 -0.7 0.0
C -0.4769 -4.7563 -1.7267 -0.1 0.0 0.0
H 5.2908 0.3137 -0.0590 0.0 0.0 0.0
H 2.9922 -0.7257 0.2085 -0.1 0.0 0.0
H -1.0943 5.6679 2.0830 0.0 0.0 0.0
H 0.5721 2.5762 3.0713 0.0 0.0 0.0
H 1.2540 2.0061 -3.1432 0.0 0.1 0.0
H 2.5505 2.4961 -1.1261 0.0 0.0 0.0
H 2.3179 0.8866 0.4643 0.0 0.0 0.0
H 3.4231 -0.2339 -3.3609 0.0 0.1 0.0
H -2.2890 -2.2568 3.1899 -0.1 0.0 0.0
H 4.0184 -2.4567 -2.7725 0.1 0.0 0.0
H 2.4504 3.2744 -3.4324 -0.1 0.0 0.0
H 2.1292 2.9040 2.3092 0.0 0.0 0.0
H -2.7266 -0.6168 -0.6775 -0.1 0.1 0.1
H 0.8822 5.3008 -0.9668 0.0 0.0 0.0
H -1.9477 5.0554 0.6625 0.0 0.0 0.0
H 1.3182 4.1670 3.2413 0.0 0.0 0.0
H -4.3769 -2.0946 3.4771 0.0 0.0 0.0
H 3.9125 -2.1365 -1.0513 0.0 0.0 0.0
H 2.7426 1.6553 -4.0591 0.0 0.0 0.0
H 4.7694 -0.1699 -2.2198 0.0 0.0 0.0
H 4.0754 2.1582 -1.9749 0.0 0.0 0.1
H -6.8309 0.9134 0.4341 0.0 0.0 0.0
H 4.5598 0.5620 1.5258 0.0 0.0 0.0
H -6.6690 -1.4310 4.0064 0.0 0.0 0.0
H 2.3262 4.7936 -0.0890 0.0 0.0 0.0
H 0.0321 -2.5192 1.7918 0.0 0.0 0.0
H -1.9511 4.1246 2.1629 0.0 0.0 0.0
H 1.3258 6.1043 0.5418 0.0 0.0 0.0
H -4.5228 0.2907 -0.0897 0.0 0.0 0.0
H 4.5824 1.8824 0.3597 0.0 0.0 0.0
H -0.2696 -6.8086 -1.0825 0.0 0.0 0.0
```
Forces are in eV/Å.

No. 3
Computed, not measured: C27H31HfNOP2 as an isolated structure in a non-equilibrium geometry, with wB97M-V/def2-TZVPD.

Charge: +2
HOMO level (spin up / spin down), Eh: -0.491 / -0.491
Kohn-Sham gap (spin up / spin down), eV: 4.292 / 4.293
Total energy, hartree: -1907.4579

Geometry as XYZ:
```
63
Properties=species:S:1:pos:R:3:forces:R:3
Hf -0.5308 -0.4004 0.6970 5.8 8.5 -10.5
P -2.7488 0.2610 0.1232 -5.3 1.9 -1.3
P -0.3458 -2.5769 0.4474 1.3 -9.7 -0.6
O -1.0917 -0.6563 3.6667 0.7 0.1 -4.0
N 0.0147 -0.0343 -1.2862 -0.7 0.5 -0.9
C 3.4405 -0.3483 -2.7119 -0.1 -0.1 0.1
C 2.2440 0.2254 -2.2635 0.0 -0.2 0.3
C 2.4629 0.2621 4.3001 -0.2 0.3 0.0
C 2.6188 -2.5539 -2.1308 -0.4 0.1 0.0
C -2.2009 2.4876 -2.9377 0.1 -0.1 0.0
C 2.3188 1.4595 5.0038 0.0 -0.4 -0.3
C 0.1122 3.1185 -3.2636 -0.1 -0.1 0.2
C 1.2180 -0.5985 -1.7433 1.0 -0.5 -0.2
C 3.6407 -1.7350 -2.6329 -0.3 0.4 0.1
C -1.2535 3.3775 -3.4593 0.1 -0.4 0.2
C 1.3957 -2.0089 -1.7073 0.6 0.5 0.1
C 2.0838 0.1930 2.9578 -0.1 0.1 0.6
C 1.5546 1.3213 2.3062 -0.6 0.0 -0.8
C 0.2478 -2.8904 -1.2867 -0.4 -0.3 0.1
C -1.8117 1.3356 -2.2315 0.6 0.3 0.0
C 0.5314 2.0031 -2.5295 -0.5 -0.1 0.2
C -1.8510 -3.6393 0.5731 -0.3 0.4 0.0
C -3.2454 1.9679 0.6362 0.5 0.1 0.2
C 1.1515 1.2070 0.8646 0.7 0.3 1.8
C 1.4175 2.5234 3.0174 0.0 -0.1 1.1
C -0.4275 1.1000 -1.9952 -0.4 0.9 -1.2
C 0.8602 -3.4493 1.5278 0.1 0.0 0.0
C -4.2263 -0.7339 0.6165 0.3 -0.3 0.1
C 1.9832 1.7142 -2.2133 0.3 0.3 -0.1
C -0.8718 -0.5564 2.5181 -3.1 -0.8 16.5
C -2.8403 0.3547 -1.7321 0.3 -0.4 0.0
C 1.7981 2.5890 4.3634 -0.2 -0.2 -0.8
H 2.6110 1.5110 6.0444 0.0 0.0 0.0
H -3.4652 1.9732 1.7168 0.1 0.0 -0.4
H -3.2699 2.6659 -3.1058 0.5 -0.1 0.0
H -2.5522 -3.3651 -0.2314 0.2 -0.2 0.3
H 0.7811 2.1783 0.4737 0.3 -0.6 0.0
H 0.8659 3.8033 -3.6703 -0.3 -0.3 0.2
H 2.7572 -3.6413 -2.0969 -0.1 0.5 0.0
H 2.8665 -0.6128 4.7931 0.0 0.0 0.0
H 2.6600 2.2696 -2.8840 -0.3 -0.3 0.2
H 1.8269 -2.9279 1.4439 -0.2 -0.3 0.1
H -4.1308 2.3190 0.0769 0.4 -0.3 0.2
H 2.1994 -0.7408 2.4228 0.2 -0.1 -0.2
H -1.5877 -4.7076 0.4766 0.0 0.5 0.0
H -4.2022 -0.8954 1.7073 -0.1 0.1 -0.4
H 1.6883 3.5149 4.9126 0.0 0.0 0.0
H 2.1928 2.0664 -1.1777 0.0 -0.1 -0.9
H 0.5185 -3.3930 2.5744 0.1 0.0 -0.4
H -4.1915 -1.7165 0.1198 -0.1 0.3 0.2
H -0.6380 -2.6788 -1.9167 0.3 -0.2 0.1
H -2.4013 2.6499 0.4399 -0.4 -0.1 0.1
H 0.5048 -3.9597 -1.3903 -0.1 0.4 0.1
H -5.1638 -0.2198 0.3409 0.5 -0.1 0.1
H -3.8544 0.6322 -2.0694 0.4 -0.2 0.4
H 0.9697 -4.5058 1.2264 0.0 0.5 0.1
H 1.0146 3.4052 2.5356 0.0 0.0 -0.1
H -2.3399 -3.4666 1.5459 0.1 -0.2 -0.3
H -2.6093 -0.6685 -2.0869 -0.2 0.4 0.0
H 2.0582 0.8085 0.3794 -0.7 0.0 -0.5
H 4.5835 -2.1774 -2.9704 -0.4 0.2 0.2
H 4.2316 0.3004 -3.1064 -0.4 -0.3 0.2
H -1.5757 4.2602 -4.0210 0.1 -0.4 0.2
```
Forces are in eV/Å.

Question: The lowest total energy belongs to which entry?
Answer: C27H31BBrMnN2O7

Question: The lowest total energy belongs to which entry?
Answer: C27H31BBrMnN2O7

Question: Which value of total energy does entry 2 give?
Answer: -2687.8157 hartree

Question: What is the formula in the third record?
Answer: C27H31HfNOP2